No. 1
This record from OMol25 describes one molecule with the formula C3H5NO. The level of theory is ωB97M-V/def2-TZVPD.

ORCA input file:
```
! RIJCOSX wB97M-V def2-TZVPD def2/J DEFGRID3
* xyz 0 1
O -0.480 2.146 -0.233
C -0.252 0.975 -0.123
C -0.517 -0.090 0.946
N 0.194 -1.078 0.098
C 0.415 -0.096 -0.993
H -0.107 0.111 1.944
H -1.584 -0.321 1.043
H 1.054 -1.416 0.517
H 1.446 0.099 -1.309
H -0.169 -0.329 -1.889
*
```

Calculated values
ΔE to the lowest compared entry with this formula, charge and spin = 29.9 kcal/mol
SMILES = O=C1CNC1
gap between HOMO and LUMO = 10.6 eV
energy = -247.25961 hartree

No. 2
This record from OMol25 describes C3H5NO as an isolated structure. The level of theory is ωB97M-V/def2-TZVPD.

ORCA input file:
```
! RIJCOSX wB97M-V def2-TZVPD def2/J DEFGRID3
* xyz 0 1
N -0.056 1.283 -1.344
C -0.100 0.303 -0.380
C 0.235 0.228 0.914
C -0.209 -1.202 0.835
O -0.561 -0.973 -0.585
H 0.031 0.966 -2.300
H 0.453 0.948 1.681
H 0.717 1.894 -1.115
H -1.079 -1.479 1.436
H 0.571 -1.968 0.858
*
```

Calculated values
ΔE to the lowest compared entry with this formula, charge and spin = 41.9 kcal/mol
gap between HOMO and LUMO = 9.1 eV
energy = -247.24052 hartree

No. 3
This record from OMol25 describes a 2-piece molecular cluster, C3H5NO overall. The level of theory is ωB97M-V/def2-TZVPD.

ORCA input file:
```
! RIJCOSX wB97M-V def2-TZVPD def2/J DEFGRID3
* xyz 0 1
C -1.274 1.451 -0.258
O -1.475 0.717 -1.194
C 1.063 -1.253 -0.728
C 0.892 -0.748 0.467
N 0.755 -0.188 1.555
H -2.020 1.585 0.551
H -0.341 2.034 -0.151
H 0.153 -0.686 2.211
H 0.390 -0.949 -1.521
H 1.855 -1.963 -0.931
*
```

Calculated values
ΔE to the lowest compared entry with this formula, charge and spin = 52.3 kcal/mol
SMILES = C=C=N.C=O
gap between HOMO and LUMO = 10.1 eV
energy = -247.22384 hartree

No. 4
This record from OMol25 describes one molecule with the formula C3H5NO in a non-equilibrium geometry. The level of theory is ωB97M-V/def2-TZVPD.

ORCA input file:
```
! RIJCOSX wB97M-V def2-TZVPD def2/J DEFGRID3
* xyz 0 1
C -1.019 0.795 0.328
O -0.709 0.016 -0.812
C 0.490 -0.718 -0.769
C 1.308 -0.502 0.441
N 1.910 -0.351 1.416
H -2.019 1.198 0.159
H -0.313 1.625 0.448
H -1.015 0.196 1.247
H 1.098 -0.467 -1.647
H 0.269 -1.792 -0.812
*
```

Calculated values
ΔE to the lowest compared entry with this formula, charge and spin = 29.3 kcal/mol
SMILES = COCC#N
gap between HOMO and LUMO = 11.3 eV
energy = -247.26056 hartree

No. 5
This record from OMol25 describes C3H5NO as an isolated structure in a non-equilibrium geometry. The level of theory is ωB97M-V/def2-TZVPD.

ORCA input file:
```
! RIJCOSX wB97M-V def2-TZVPD def2/J DEFGRID3
* xyz 0 1
O 2.120 0.536 -0.643
C 1.034 0.274 -0.183
C -0.114 1.108 0.251
C -0.930 -0.615 -0.185
N 0.419 -0.974 -0.086
H -0.397 1.008 1.291
H -0.011 2.193 -0.004
H -1.597 -1.316 0.370
H -1.333 -0.428 -1.175
H 0.810 -1.786 0.364
*
```

Calculated values
ΔE to the lowest compared entry with this formula, charge and spin = 54.3 kcal/mol
gap between HOMO and LUMO = 10.0 eV
energy = -247.22068 hartree

No. 6
This record from OMol25 describes one molecule with the formula C3H5NO in a non-equilibrium geometry. The level of theory is ωB97M-V/def2-TZVPD.

ORCA input file:
```
! RIJCOSX wB97M-V def2-TZVPD def2/J DEFGRID3
* xyz 0 1
C -0.457 -0.649 0.693
N 0.850 -0.388 1.194
C -0.575 0.547 -0.171
C -0.211 0.518 -1.468
O -0.994 -1.727 0.630
H 1.381 -1.186 1.522
H 1.290 0.505 1.361
H -1.130 1.374 0.251
H -0.485 1.332 -2.129
H 0.330 -0.326 -1.885
*
```

Calculated values
ΔE to the lowest compared entry with this formula, charge and spin = 26.8 kcal/mol
SMILES = C=CC(N)=O
gap between HOMO and LUMO = 10.7 eV
energy = -247.26450 hartree

No. 7
This record from OMol25 describes one molecule with the formula C3H5NO in a non-equilibrium geometry. The level of theory is ωB97M-V/def2-TZVPD.

ORCA input file:
```
! RIJCOSX wB97M-V def2-TZVPD def2/J DEFGRID3
* xyz 0 1
C -0.249 0.533 -0.031
C -2.762 0.135 -0.508
C 1.859 -0.139 0.298
N -1.461 0.154 -0.236
O 0.659 -0.395 -0.265
H -3.471 0.046 0.286
H -2.979 0.168 -1.538
H 2.244 0.862 0.182
H 2.543 -0.712 -0.174
H 1.800 -0.407 1.436
*
```

Calculated values
ΔE to the lowest compared entry with this formula, charge and spin = 85.0 kcal/mol
gap between HOMO and LUMO = 8.8 eV
energy = -247.17185 hartree

No. 8
This record from OMol25 describes one molecule with the formula C3H5NO. The level of theory is ωB97M-V/def2-TZVPD.

ORCA input file:
```
! RIJCOSX wB97M-V def2-TZVPD def2/J DEFGRID3
* xyz 0 1
O -0.340 1.810 0.880
C -0.643 1.244 -0.153
C -0.276 -0.151 -0.503
C 0.959 -0.763 0.039
N -0.330 -1.129 0.592
H -1.312 1.685 -0.890
H -0.674 -0.525 -1.446
H 1.507 -1.457 -0.609
H 1.598 -0.135 0.645
H -0.488 -0.578 1.445
*
```

Calculated values
ΔE to the lowest compared entry with this formula, charge and spin = 35.9 kcal/mol
SMILES = O=C[C@H]1CN1
gap between HOMO and LUMO = 10.8 eV
energy = -247.24998 hartree

No. 9
This record from OMol25 describes one molecule with the formula C3H5NO in a non-equilibrium geometry. The level of theory is ωB97M-V/def2-TZVPD.

ORCA input file:
```
! RIJCOSX wB97M-V def2-TZVPD def2/J DEFGRID3
* xyz 0 1
O 2.342 0.415 0.001
C 1.155 0.207 -0.023
C 0.009 1.061 0.323
C -0.910 -0.443 -0.068
N 0.423 -0.917 -0.306
H -0.074 1.471 1.328
H -0.736 1.347 -0.434
H -1.426 -0.839 0.805
H -1.578 -0.549 -0.958
H 0.741 -1.770 -0.731
*
```

Calculated values
ΔE to the lowest compared entry with this formula, charge and spin = 45.3 kcal/mol
SMILES = O=C1CCN1
gap between HOMO and LUMO = 10.7 eV
energy = -247.23503 hartree

No. 10
This record from OMol25 describes one molecule with the formula C3H5NO in a non-equilibrium geometry. The level of theory is ωB97M-V/def2-TZVPD.

ORCA input file:
```
! RIJCOSX wB97M-V def2-TZVPD def2/J DEFGRID3
* xyz 0 1
C -1.027 0.646 0.159
C -0.310 1.686 0.601
C 0.560 -1.342 -0.372
N 0.258 0.019 -0.352
O 0.924 1.017 0.319
H -2.032 0.345 -0.186
H -0.326 2.722 0.928
H 1.169 -1.697 0.458
H -0.321 -1.811 -0.272
H 1.105 -1.584 -1.284
*
```

Calculated values
ΔE to the lowest compared entry with this formula, charge and spin = 104.1 kcal/mol
SMILES = Cn1cco1
gap between HOMO and LUMO = 9.8 eV
energy = -247.14135 hartree

No. 11
This record from OMol25 describes a 2-piece molecular cluster, C3H5NO overall in a non-equilibrium geometry. The level of theory is ωB97M-V/def2-TZVPD.

ORCA input file:
```
! RIJCOSX wB97M-V def2-TZVPD def2/J DEFGRID3
* xyz 0 1
C -1.407 0.976 -0.139
C -1.103 -0.232 0.000
C -0.426 -1.440 0.065
N 1.421 0.854 0.023
O 1.627 -0.435 -0.116
H -2.066 1.844 -0.313
H -0.261 -2.044 -0.816
H 0.073 -1.774 0.958
H 1.462 1.114 1.007
H 0.680 1.136 -0.668
*
```

Calculated values
ΔE to the lowest compared entry with this formula, charge and spin = 142.9 kcal/mol
gap between HOMO and LUMO (alpha / beta) = 8.5 / 8.4 eV
energy = -247.07955 hartree

No. 12
This record from OMol25 describes a 2-piece molecular cluster, C3H5NO overall in a non-equilibrium geometry. The level of theory is ωB97M-V/def2-TZVPD.

ORCA input file:
```
! RIJCOSX wB97M-V def2-TZVPD def2/J DEFGRID3
* xyz 0 1
C -0.133 0.923 -2.288
C -0.278 -0.619 0.212
C 0.316 -0.504 1.453
N 0.308 1.303 -1.213
O -0.829 -1.360 -0.524
H -0.215 1.482 -3.123
H -0.572 -0.136 -2.439
H -0.010 -1.383 2.100
H 1.384 -0.657 1.258
H 0.199 0.425 1.888
*
```

Calculated values
ΔE to the lowest compared entry with this formula, charge and spin = 92.0 kcal/mol
gap between HOMO and LUMO (alpha / beta) = 8.7 / 7.6 eV
energy = -247.16055 hartree

No. 13
This record from OMol25 describes C3H5NO2 as an isolated structure in a non-equilibrium geometry. The level of theory is ωB97M-V/def2-TZVPD.

ORCA input file:
```
! RIJCOSX wB97M-V def2-TZVPD def2/J DEFGRID3
* xyz 0 1
O -1.949 -0.647 0.059
C -0.972 0.337 -0.189
C 0.279 -0.034 0.595
O 1.668 -0.799 -0.422
C 1.297 0.959 0.719
N 2.383 1.214 0.387
H -2.646 -0.567 -0.604
H -0.652 0.384 -1.233
H -1.356 1.341 0.085
H 0.033 -0.575 1.522
H 1.916 -1.613 -0.918
*
```

Calculated values
ΔE to the lowest compared entry with this formula, charge and spin = 116.3 kcal/mol
gap between HOMO and LUMO = 10.3 eV
energy = -322.38900 hartree

No. 14
This record from OMol25 describes C3H5NO2 as an isolated structure. The level of theory is ωB97M-V/def2-TZVPD.

ORCA input file:
```
! RIJCOSX wB97M-V def2-TZVPD def2/J DEFGRID3
* xyz 0 1
C -0.734 0.837 -0.549
N 1.517 -0.805 0.829
C -0.546 -0.507 -0.474
C 0.238 -0.398 0.773
O -1.442 1.634 -1.368
O -0.069 1.391 0.429
H -1.940 1.089 -1.989
H 2.051 -0.664 1.673
H 2.039 -0.826 -0.034
H -0.859 -1.373 -1.031
H -0.256 -0.377 1.742
*
```

Calculated values
ΔE to the lowest compared entry with this formula, charge and spin = 52.7 kcal/mol
gap between HOMO and LUMO = 8.9 eV
energy = -322.49033 hartree

No. 15
This record from OMol25 describes a 2-piece molecular cluster, C3H5NO2 overall. The level of theory is ωB97M-V/def2-TZVPD.

ORCA input file:
```
! RIJCOSX wB97M-V def2-TZVPD def2/J DEFGRID3
* xyz 0 1
O 2.920 -0.423 -0.037
C 2.033 0.164 -0.525
N 0.489 -0.609 0.866
C -0.743 -0.484 0.598
C -1.190 0.616 -0.304
O 1.344 0.822 -1.210
H 0.763 -1.488 1.300
H -0.909 0.166 -1.261
H -1.485 -1.246 0.853
H -0.611 1.535 -0.176
H -2.261 0.816 -0.321
*
```

Calculated values
ΔE to the lowest compared entry with this formula, charge and spin = 15.6 kcal/mol
SMILES = [H]/N=C/C.O=C=O
gap between HOMO and LUMO = 11.2 eV
energy = -322.54940 hartree

No. 16
This record from OMol25 describes C3H5NO2 as an isolated structure. The level of theory is ωB97M-V/def2-TZVPD.

ORCA input file:
```
! RIJCOSX wB97M-V def2-TZVPD def2/J DEFGRID3
* xyz 0 1
O -0.429 2.140 0.965
N -0.548 0.788 1.272
C -0.117 0.059 0.338
C -0.089 -1.428 0.100
O -0.232 -1.156 -1.307
C 0.415 0.110 -1.076
H -0.808 2.568 1.744
H -0.834 -2.119 0.501
H 0.968 -1.738 0.250
H 1.504 -0.105 -0.982
H 0.169 0.881 -1.807
*
```

Calculated values
ΔE to the lowest compared entry with this formula, charge and spin = 94.7 kcal/mol
gap between HOMO and LUMO = 10.9 eV
energy = -322.42336 hartree

No. 17
This record from OMol25 describes one molecule with the formula C3H5NO2 in a non-equilibrium geometry. The level of theory is ωB97M-V/def2-TZVPD.

ORCA input file:
```
! RIJCOSX wB97M-V def2-TZVPD def2/J DEFGRID3
* xyz 0 1
C 1.006 1.560 -0.477
C -0.016 0.708 0.580
C -0.172 -0.694 0.021
N -0.615 1.248 1.516
O 1.483 2.604 -0.094
O 1.524 1.071 -1.787
H 0.143 -0.698 -0.996
H -1.103 -1.028 0.280
H 0.577 -1.340 0.418
H -1.277 0.644 2.083
H 2.230 1.604 -2.095
*
```

Calculated values
ΔE to the lowest compared entry with this formula, charge and spin = 51.0 kcal/mol
SMILES = [H]/N=C(\C)C(=O)O
gap between HOMO and LUMO = 10.5 eV
energy = -322.49299 hartree

No. 18
This record from OMol25 describes a 2-piece molecular cluster, C3H5NO2 overall. The level of theory is ωB97M-V/def2-TZVPD.

ORCA input file:
```
! RIJCOSX wB97M-V def2-TZVPD def2/J DEFGRID3
* xyz 0 1
O 2.758 0.083 -0.044
C 1.583 -0.096 -0.136
N 0.720 -0.910 0.504
C -0.614 -0.788 -0.022
C -0.499 0.289 -1.091
O 0.763 0.631 -1.087
H 1.048 -1.582 1.177
H -0.981 -1.709 -0.492
H -1.352 -0.470 0.726
H -1.747 2.452 0.560
H -1.679 2.101 -0.094
*
```

Calculated values
ΔE to the lowest compared entry with this formula, charge and spin = 80.2 kcal/mol
gap between HOMO and LUMO = 9.7 eV
energy = -322.44654 hartree

No. 19
This record from OMol25 describes one molecule with the formula C3H5NO2. The level of theory is ωB97M-V/def2-TZVPD.

ORCA input file:
```
! RIJCOSX wB97M-V def2-TZVPD def2/J DEFGRID3
* xyz 0 1
N 0.123 -0.734 1.206
C -1.494 0.217 -0.078
O -0.785 -0.385 -1.069
C 0.577 0.000 -0.990
C 0.947 -0.099 0.487
O -1.234 1.301 0.379
H 0.230 -0.637 2.207
H -2.356 -0.397 0.198
H 0.723 1.004 -1.405
H 1.153 -0.715 -1.584
H 1.832 0.427 0.855
*
```

Calculated values
ΔE to the lowest compared entry with this formula, charge and spin = 44.4 kcal/mol
SMILES = [H]/N=C/COC=O
gap between HOMO and LUMO = 11.1 eV
energy = -322.50362 hartree

No. 20
This record from OMol25 describes one molecule with the formula C3H5NO2 in a non-equilibrium geometry. The level of theory is ωB97M-V/def2-TZVPD.

ORCA input file:
```
! RIJCOSX wB97M-V def2-TZVPD def2/J DEFGRID3
* xyz 0 1
N -2.123 -1.429 0.512
C -1.145 -0.763 0.287
O -0.433 -0.388 -1.252
C 0.681 0.380 -1.132
C 0.931 0.699 0.670
O -0.072 0.064 1.331
H -2.884 -1.930 0.969
H 0.589 1.405 -1.527
H 1.625 -0.119 -1.402
H 1.937 0.280 0.833
H 0.894 1.800 0.710
*
```

Calculated values
ΔE to the lowest compared entry with this formula, charge and spin = 112.0 kcal/mol
SMILES = N=C1OCCO1
gap between HOMO and LUMO = 10.9 eV
energy = -322.39583 hartree